(1)
19
Properties=species:S:1:pos:R:3:forces:R:3 method="wB97M-V/def2-TZVPD" spin_multiplicity=2 homo_lumo_gap_ha="0.169 / 0.232" lumo_energy_ha="0.1601 / 0.1580" total_charge=-1 homo_energy_ev="-0.25 / -2.03"
C 0.22877 -2.25730 0.28106 0.68 -0.79 -0.66
C -0.14339 -1.07426 1.08071 -4.42 1.23 1.14
C -0.74056 0.10715 0.22241 5.64 -2.10 -0.74
C -1.82044 0.73333 0.60678 -2.77 1.91 0.80
C 1.50840 0.00990 -0.94204 4.87 -0.99 -1.27
C 0.36117 0.61388 -0.61989 -4.78 1.89 0.60
C 0.20239 2.10313 -0.88179 -0.63 0.35 -0.39
H 0.04153 -3.14507 0.84342 -0.45 -1.00 0.39
H -0.39051 -2.25706 -0.63558 0.52 -0.24 0.30
H 1.29593 -2.31792 0.03955 -0.35 0.34 -0.28
H 0.53988 -0.60822 1.74272 1.57 0.20 0.13
H -0.96021 -1.33596 1.89524 0.96 0.04 -1.64
H -2.41773 0.24375 1.38201 -0.13 0.59 -0.17
H -2.03625 1.76438 0.24253 -0.33 -1.10 0.34
H 2.41903 0.65859 -0.71647 -0.66 -0.57 -0.98
H 1.73291 -0.77447 -1.72583 -0.45 0.33 1.26
H -0.71195 2.41801 -1.43274 0.15 -0.73 -0.54
H 1.02647 2.60401 -1.44487 -0.29 -0.41 0.97
H -0.13545 2.51413 0.06279 0.88 1.05 0.73

=====

(2)
57
Properties=species:S:1:pos:R:3:forces:R:3 method="wB97M-V/def2-TZVPD" smiles="CB(O)c1c(C)ccc2c1C(=O)N(CC(N)(N)N)C2=O.c1cc[nH]c1.c1cc[nH]c1" homo_lumo_gap_ha=0.312 lumo_energy_ha=-0.0056 total_charge=0 homo_energy_ev=-8.63
C -0.20198 0.10855 0.92742 0.18 0.06 -0.16
B 0.11096 0.22976 -0.62713 -0.16 0.19 0.04
O 0.30689 1.50234 -1.17793 0.70 -0.72 0.26
C 0.20684 -1.01505 -1.61076 -0.27 0.60 0.26
C 1.13876 -1.17551 -2.66258 0.20 0.95 0.35
C 2.20657 -0.14260 -2.98393 -0.33 -0.22 -0.55
C 1.09120 -2.28996 -3.46943 0.67 -0.12 -0.60
C 0.17707 -3.30678 -3.29781 -0.12 -0.60 -0.71
C -0.71283 -3.16022 -2.28702 -1.24 -0.20 0.78
C -0.70074 -2.03830 -1.46678 -0.74 -0.52 0.21
C -1.87444 -2.22530 -0.50332 1.42 0.79 -0.31
O -2.54899 -1.36593 0.01141 0.20 -0.85 -0.05
N -1.99838 -3.62889 -0.43596 -2.71 -0.65 -0.35
C -3.23867 -4.21740 0.13580 0.24 0.35 0.16
C -3.48469 -3.89542 1.63090 -0.59 -0.51 0.68
N -4.41977 -2.78276 1.83649 0.38 0.15 -0.09
N -2.26243 -3.69706 2.40690 -0.17 0.11 -0.18
N -4.18574 -5.08660 2.18161 0.05 0.15 -0.19
C -1.84837 -4.04170 -1.80563 1.55 0.17 -0.63
O -2.51033 -4.84340 -2.41335 0.48 0.32 0.81
H 0.47857 0.71951 1.53838 0.02 -0.14 -0.13
H -0.20257 -0.91735 1.30478 0.12 0.14 0.01
H -1.20326 0.51312 1.12646 0.13 -0.03 -0.18
H 1.04214 1.88520 -0.67856 -0.34 0.53 0.02
H 3.04117 -0.15292 -2.27768 -0.17 0.12 0.03
H 2.59634 -0.39130 -3.97678 0.20 0.07 0.23
H 1.78134 0.85778 -3.07879 0.11 -0.06 0.34
H 1.81670 -2.33515 -4.27603 -0.09 -0.19 0.04
H 0.12954 -4.17507 -3.94581 0.13 0.09 -0.01
H -4.07949 -3.88373 -0.48605 -0.07 -0.09 0.34
H -3.19466 -5.29898 0.00740 0.25 0.14 0.01
H -4.87131 -2.56437 0.95692 -0.10 0.00 0.10
H -3.91640 -1.93773 2.07893 0.03 -0.04 -0.09
H -2.16265 -2.75783 2.76257 0.21 0.00 -0.16
H -1.43229 -4.01706 1.92889 0.04 0.24 -0.01
H -3.47947 -5.62841 2.67054 -0.07 -0.16 -0.16
H -4.79273 -4.72842 2.91181 -0.04 -0.01 -0.08
C 4.63610 3.43044 -2.54461 0.00 -0.02 -0.09
C 5.18447 3.38444 -1.23483 0.01 -0.09 0.01
C 4.24619 3.89784 -0.38295 -0.09 0.05 0.10
N 3.15698 4.26254 -1.13121 -0.12 -0.09 0.19
C 3.38490 3.97819 -2.44667 0.01 -0.06 -0.16
H 5.10730 3.09395 -3.45312 0.00 0.03 0.00
H 6.15282 3.00728 -0.95116 -0.01 0.01 0.00
H 4.25483 4.02985 0.68585 0.05 0.03 -0.02
H 2.31355 4.66968 -0.77120 0.05 0.10 0.00
H 2.63815 4.18306 -3.19498 0.03 0.01 -0.01
C -0.43982 4.49457 4.24127 0.04 0.01 -0.07
C 0.95612 4.74079 4.11719 -0.07 -0.05 -0.01
C 1.28963 4.50468 2.81198 0.22 0.01 -0.20
N 0.15842 4.13150 2.13943 0.05 0.03 0.08
C -0.89815 4.12508 3.00451 -0.23 -0.06 0.03
H -1.03592 4.57927 5.13434 0.00 0.01 -0.01
H 1.63312 5.04900 4.89616 0.00 0.00 -0.01
H 2.23148 4.56916 2.29261 0.04 0.03 0.09
H 0.11272 3.89625 1.16523 -0.09 -0.02 0.02
H -1.88480 3.85734 2.66626 0.00 0.00 0.04

=====

(3)
73
Properties=species:S:1:pos:R:3:forces:R:3 method="wB97M-V/def2-TZVPD" homo_lumo_gap_ha=0.198 lumo_energy_ha=-0.1622 total_charge=+1 homo_energy_ev=-9.80
Hf -0.75350 -1.04498 0.36483 -0.70 -0.56 0.14
C 2.05414 -0.24744 -0.95203 0.04 0.10 0.13
N 1.57012 -0.85732 0.30657 0.05 0.10 0.28
C 1.82138 0.05622 1.48417 0.01 -0.12 0.01
C 0.83367 1.21711 1.62502 -0.05 0.06 0.06
N -0.62548 0.86813 1.67314 0.21 -0.09 0.00
C -1.42778 2.10095 1.43521 0.01 -0.11 -0.08
C -1.16723 0.28384 2.91629 0.29 0.16 -0.13
C -0.59261 0.56074 4.14620 -0.09 -0.10 0.01
C -1.14652 0.02599 5.29731 0.04 0.02 0.01
C -2.27422 -0.77607 5.21036 -0.03 -0.02 0.03
C -2.84521 -1.04907 3.98038 -0.05 -0.03 -0.07
C -2.30843 -0.52166 2.80725 0.06 0.02 0.11
S -3.05798 -0.95259 1.23627 0.30 0.25 0.07
C 2.18432 -2.17178 0.55432 -0.11 0.12 0.04
C 3.34627 -2.57434 -0.08626 0.04 -0.02 0.07
C 3.89682 -3.81726 0.19692 0.00 0.01 0.01
C 3.28936 -4.65205 1.12037 0.01 0.01 -0.02
C 2.11979 -4.25493 1.74861 0.01 -0.02 0.01
C 1.54872 -3.01855 1.46738 0.04 0.00 -0.06
S 0.03124 -2.54140 2.23675 -0.04 0.12 -0.26
H 3.11245 0.00648 -0.86056 -0.01 0.02 -0.07
H 1.47767 0.65129 -1.15214 -0.01 0.05 -0.07
H 1.91281 -0.95377 -1.76851 0.00 0.01 -0.02
H 2.82086 0.48472 1.36786 0.00 0.03 0.06
H 1.81215 -0.56571 2.37551 0.00 0.02 0.03
H 0.92787 1.88300 0.77189 0.03 0.07 -0.09
H 1.12523 1.78841 2.50832 0.00 0.05 -0.03
H -1.22820 2.81311 2.23833 0.00 0.02 -0.02
H -2.48102 1.83103 1.43628 0.00 0.03 0.00
H -1.15932 2.52400 0.47684 0.02 0.04 -0.07
H 0.28984 1.18025 4.21876 0.00 0.02 0.01
H -0.69889 0.23625 6.25888 0.01 0.00 0.00
H -2.71233 -1.19591 6.10559 0.00 0.00 0.00
H -3.71907 -1.68321 3.91330 0.00 0.00 -0.01
H 3.83964 -1.93746 -0.80454 0.00 0.00 0.00
H 4.80341 -4.12473 -0.30564 0.00 0.00 0.00
H 3.71963 -5.61847 1.34558 0.00 0.00 0.01
H 1.63242 -4.90883 2.46033 -0.02 0.01 0.00
C 2.47947 5.60640 -1.05811 0.00 0.03 0.01
C 1.20527 5.58918 -0.51073 0.02 0.00 0.00
C 0.38130 4.48665 -0.68140 -0.04 -0.08 0.00
C 0.82946 3.37685 -1.40086 -0.02 -0.19 -0.04
C 2.11723 3.39655 -1.93754 0.00 0.06 0.02
C 2.92863 4.50926 -1.77798 -0.01 -0.02 -0.01
N 0.08465 2.17458 -1.53199 -0.21 0.09 0.12
C -1.06414 2.14018 -2.13002 0.20 -0.04 0.08
C -1.66089 3.28307 -2.81727 0.01 -0.07 0.09
C -2.78702 3.16651 -3.53869 0.07 0.06 0.00
C -3.47319 1.90918 -3.64647 -0.03 -0.13 0.02
C -2.96028 0.80243 -3.07707 -0.05 0.07 -0.08
C -1.75676 0.84444 -2.28697 0.09 -0.16 0.20
N -1.24562 -0.31815 -1.82520 -0.20 -0.05 -0.27
N -1.62802 -1.34606 -2.58989 0.06 0.13 0.02
C -1.42398 -2.59561 -2.13236 -0.12 -0.22 -0.30
C -1.69185 -3.63568 -3.05680 0.02 0.06 0.08
C -1.53009 -4.93220 -2.67487 0.01 -0.03 0.02
C -1.10941 -5.22010 -1.36090 0.00 -0.04 0.00
C -0.86754 -4.18821 -0.51099 0.04 0.14 0.05
N -1.00967 -2.87649 -0.87412 0.12 0.25 -0.07
H 3.11698 6.47027 -0.92856 -0.01 0.00 0.00
H 0.84468 6.44165 0.04991 -0.01 0.00 0.00
H -0.61421 4.49495 -0.25697 -0.04 -0.02 -0.01
H 2.46303 2.54644 -2.50956 0.01 -0.07 -0.01
H 3.91658 4.52026 -2.21934 0.00 -0.02 0.00
H -1.14165 4.22553 -2.76646 0.05 0.08 0.05
H -3.19117 4.03015 -4.05104 0.02 0.01 0.00
H -4.41178 1.86471 -4.18155 -0.01 -0.03 0.02
H -3.47154 -0.14372 -3.15031 0.00 -0.01 0.00
H -2.02147 -3.35239 -4.04504 0.00 0.00 0.00
H -1.73000 -5.73456 -3.37257 0.00 -0.01 0.01
H -0.98576 -6.23551 -1.01572 0.00 0.00 -0.01
H -0.56324 -4.34453 0.51224 -0.01 -0.06 -0.02

=====

(4)
9
Properties=species:S:1:pos:R:3:forces:R:3 method="wB97M-V/def2-TZVPD" smiles=[NH3+][C@H](O)I homo_lumo_gap_ha=0.366 lumo_energy_ha=-0.1700 total_charge=+1 homo_energy_ev=-14.58
N 0.66875 0.84998 -0.17839 -2.45 -2.94 0.58
C -0.26411 -0.35775 0.36754 -1.58 1.46 -0.30
O 0.17030 -1.49547 -0.18698 -1.29 -1.71 -1.15
I -2.34954 0.24331 -0.09655 1.03 -0.37 0.25
H 0.13912 1.38033 -0.81813 -0.28 0.40 -1.97
H 1.44102 0.30403 -0.44035 1.82 -0.19 -1.39
H 0.87723 1.46936 0.52792 0.92 1.60 2.44
H -0.14203 -0.26239 1.43515 0.02 -0.39 0.32
H -0.54074 -2.13140 -0.61020 1.81 2.14 1.22